119
Properties=species:S:1:pos:R:3 method="wB97M-V/def2-TZVPD" total_energy_ha=-2416.79277 lumo_ev="1.661 / 1.644" total_charge=-1 homo_ev="-2.340 / -5.480" spin_multiplicity=2
Sr -4.070 1.384 0.510
C -0.263 -0.818 -0.802
C 1.001 -0.344 -1.060
C 1.455 1.041 -0.728
O 2.700 1.502 -0.899
C 0.597 1.982 -0.191
C -0.775 1.546 0.161
C -1.234 0.005 -0.068
O -2.362 -0.403 0.319
O -1.687 2.302 0.558
O 1.840 -1.230 -1.564
H -0.566 -1.819 -1.068
H 0.972 2.977 -0.001
C 5.703 2.480 1.626
O 7.016 2.149 1.489
H 5.029 2.175 0.826
H 5.372 1.950 2.519
H 5.573 3.532 1.882
H 7.312 1.884 2.363
C -0.129 0.873 -4.820
O 1.107 0.874 -4.067
H -1.033 0.683 -4.242
H -0.054 1.834 -5.330
H -0.044 0.295 -5.740
H 1.071 0.087 -3.519
C -2.596 -1.957 -3.179
O -3.845 -1.834 -2.478
H -2.027 -2.840 -2.890
H -2.829 -1.952 -4.244
H -2.013 -1.065 -2.950
H -4.116 -0.917 -2.388
C -0.941 5.394 -2.969
C -0.007 4.165 -2.643
O 0.600 3.712 -3.848
H -1.394 5.886 -2.109
H -1.691 5.025 -3.669
H -0.605 6.166 -3.661
H -0.610 3.364 -2.215
H 0.778 4.464 -1.948
H 0.830 2.796 -3.680
C 3.144 0.362 4.047
C 2.439 0.557 2.824
O 2.074 1.927 2.683
H 3.483 -0.660 4.218
H 2.497 0.644 4.877
H 3.941 1.076 4.251
H 1.511 -0.012 2.869
H 3.037 0.197 1.987
H 1.686 1.884 1.806
C 2.871 5.599 0.655
C 3.331 6.245 -0.631
O 4.668 5.829 -0.834
H 1.897 6.031 0.884
H 3.534 5.708 1.513
H 2.795 4.519 0.523
H 3.349 7.328 -0.507
H 2.589 6.097 -1.416
H 5.156 5.940 -0.015
C 2.992 -4.543 2.221
C 2.302 -3.968 1.012
O 3.138 -2.964 0.453
H 2.820 -3.958 3.125
H 4.081 -4.515 2.188
H 2.783 -5.578 2.493
H 1.376 -3.439 1.239
H 2.159 -4.798 0.320
H 2.669 -2.409 -0.175
C 2.702 -5.526 -3.526
C 3.198 -4.134 -3.241
O 2.181 -3.358 -3.567
H 2.846 -5.718 -4.589
H 1.674 -5.645 -3.184
H 3.240 -6.419 -3.207
H 4.119 -3.876 -3.763
H 3.574 -4.127 -2.218
H 2.156 -2.614 -2.961
C -2.614 6.399 0.213
C -1.383 5.739 0.837
O -1.609 4.695 1.703
H -3.076 5.751 -0.531
H -2.336 7.384 -0.162
H -3.268 6.721 1.024
H -0.875 6.563 1.340
H -0.660 5.396 0.098
H -1.560 3.886 1.189
C -1.763 -4.496 1.919
C -1.775 -4.216 0.427
C -2.094 -5.420 -0.474
O -0.927 -5.673 -1.220
C -1.006 -6.740 -2.162
N -2.671 -3.050 0.103
H -1.201 -3.708 2.421
H -1.374 -5.471 2.211
H -2.764 -4.592 2.338
H -0.779 -3.861 0.161
H -2.948 -5.235 -1.126
H -2.290 -6.349 0.062
H -0.081 -6.939 -2.703
H -1.703 -6.498 -2.964
H -1.189 -7.708 -1.694
H -2.438 -2.143 0.482
H -2.805 -2.873 -0.882
C -6.079 -1.543 3.504
C -5.039 -0.554 2.815
C -3.514 -0.456 3.355
O -3.126 0.812 2.868
C -1.987 1.281 3.477
N -5.054 -0.912 1.375
H -7.051 -1.339 3.054
H -6.032 -1.327 4.571
H -5.822 -2.563 3.218
H -5.488 0.440 2.825
H -2.905 -1.248 2.918
H -3.324 -0.531 4.426
H -1.145 0.589 3.490
H -2.211 1.501 4.521
H -1.707 2.210 2.979
H -4.435 -1.696 1.225
H -5.973 -1.255 1.134

***

109
Properties=species:S:1:pos:R:3 method="wB97M-V/def2-TZVPD" smiles=CCCCCCCCCCC[SiH2]B(N)O.CCN(CC)CC.CCN(CC)CC.CCN(CC)CC total_energy_ha=-1757.35360 lumo_ev=0.442 total_charge=0 homo_ev=-7.931
C -3.875 4.650 2.609
C -4.612 5.459 1.537
C -3.990 6.823 1.233
C -2.655 6.741 0.479
C -1.407 6.721 1.366
C -1.143 8.031 2.113
C -0.363 7.863 3.418
C 1.096 7.379 3.235
C 1.412 6.007 3.866
C 2.248 5.043 3.016
C 1.641 4.703 1.654
Si 2.596 3.450 0.622
B 1.509 3.047 -1.050
N 1.499 1.748 -1.719
O 0.757 4.050 -1.612
H -3.071 4.044 2.183
H -3.426 5.310 3.357
H -4.551 3.973 3.133
H -5.652 5.602 1.841
H -4.643 4.879 0.608
H -4.703 7.407 0.645
H -3.858 7.362 2.179
H -2.568 7.572 -0.228
H -2.666 5.828 -0.127
H -0.545 6.492 0.733
H -1.478 5.892 2.078
H -2.091 8.531 2.331
H -0.592 8.713 1.454
H -0.367 8.821 3.941
H -0.898 7.153 4.058
H 1.338 7.368 2.169
H 1.763 8.122 3.678
H 0.480 5.497 4.136
H 1.945 6.168 4.807
H 2.346 4.111 3.583
H 3.266 5.428 2.890
H 0.613 4.346 1.790
H 1.565 5.610 1.042
H 3.884 4.090 0.240
H 2.885 2.233 1.420
H 0.731 1.173 -1.379
H 1.270 1.908 -2.701
H 0.850 4.905 -1.171
C -2.706 0.256 0.479
C -2.695 -1.264 0.551
N -3.354 -1.893 -0.581
C -3.618 -3.308 -0.391
C -2.416 -4.250 -0.259
C -2.855 -1.509 -1.892
C -1.367 -1.737 -2.186
H -3.723 0.628 0.349
H -2.300 0.671 1.403
H -2.097 0.634 -0.344
H -3.239 -1.579 1.446
H -1.656 -1.605 0.689
H -4.243 -3.642 -1.223
H -4.234 -3.403 0.509
H -1.910 -4.399 -1.214
H -2.753 -5.229 0.086
H -1.684 -3.884 0.462
H -3.073 -0.447 -2.034
H -3.460 -2.033 -2.637
H -0.742 -1.415 -1.351
H -1.072 -1.152 -3.060
H -1.132 -2.779 -2.398
C 3.802 -0.617 -0.296
C 4.569 -1.709 0.430
N 5.948 -1.341 0.707
C 6.770 -2.452 1.150
C 6.433 -3.109 2.494
C 6.132 -0.084 1.415
C 5.436 0.081 2.772
H 4.318 -0.315 -1.208
H 2.808 -0.969 -0.571
H 3.668 0.268 0.326
H 4.600 -2.607 -0.196
H 4.009 -1.989 1.338
H 7.808 -2.108 1.170
H 6.719 -3.217 0.369
H 6.714 -2.482 3.339
H 6.977 -4.051 2.589
H 5.369 -3.334 2.577
H 5.797 0.723 0.760
H 7.208 0.062 1.536
H 4.398 -0.253 2.733
H 5.427 1.136 3.054
H 5.937 -0.469 3.568
C -1.030 -9.637 -5.128
C -2.173 -8.793 -4.587
N -1.866 -8.170 -3.312
C -3.026 -7.615 -2.639
C -3.755 -6.445 -3.311
C -0.661 -7.354 -3.279
C -0.562 -6.181 -4.262
H -0.712 -10.372 -4.388
H -1.354 -10.167 -6.024
H -0.165 -9.031 -5.403
H -3.041 -9.437 -4.421
H -2.474 -8.067 -5.361
H -2.710 -7.310 -1.638
H -3.740 -8.432 -2.496
H -3.180 -5.521 -3.248
H -4.709 -6.270 -2.809
H -3.972 -6.642 -4.361
H 0.195 -8.013 -3.442
H -0.555 -6.983 -2.256
H -0.866 -6.473 -5.268
H 0.473 -5.837 -4.320
H -1.174 -5.331 -3.961